Entry 1:
Below is the molecule C16H14F6N2O4S, with properties calculated with ωB97M-V with the def2-TZVPD basis set.

Output
SMILES: O=S(=O)(NCc1ccccn1)c1cc(OCC(F)(F)F)ccc1OCC(F)(F)F
2S+1: 1
lowest unoccupied orbital energy: 0.5 eV
energy above the lowest of the compared OMol25 structures with the same formula, charge and spin: 0.000 eV
total charge: 0
gap between HOMO and LUMO: 9.687 eV
highest occupied orbital energy: -0.339 Eh

The geometry in XYZ format:
```
43
Properties=species:S:1:pos:R:3:forces:R:3:nbo_charge:R:1
O -0.988425 -2.428603 -1.768837 -0.1695 0.2576 0.0704 -0.95
S -0.042835 -1.376327 -1.996880 0.1468 0.0673 -0.2452 2.33
O 1.146410 -1.672099 -2.735998 0.1329 0.3008 0.0345 -0.94
N -0.812132 -0.168728 -2.826909 0.3603 -0.7441 0.1986 -0.83
H -0.165147 0.578960 -3.034566 0.2384 0.0753 -0.0136 0.42
C -2.057364 0.318256 -2.286791 -0.4215 -0.0508 0.0562 -0.28
C -1.860529 1.350615 -1.205600 -0.1916 0.2945 0.1664 0.20
N -0.649218 1.885401 -1.121318 -0.0803 -0.0300 -0.4030 -0.47
C -0.414218 2.776500 -0.171516 0.0820 0.2806 0.2162 0.04
C -1.368038 3.178462 0.745805 -0.0188 -0.0482 -0.0345 -0.27
C -2.639237 2.628778 0.650401 0.0178 -0.0419 -0.1043 -0.16
C -2.895189 1.703704 -0.344534 0.1810 0.1263 -0.0745 -0.23
H -3.864717 1.244254 -0.449736 -0.1333 -0.0974 0.0276 0.23
H -3.414978 2.914542 1.345414 -0.0649 0.0151 0.0512 0.22
H -1.126476 3.899836 1.510246 0.0437 0.0657 0.0643 0.22
H 0.591605 3.175784 -0.152064 0.0570 0.1023 0.0959 0.19
H -2.595955 -0.545730 -1.893213 -0.1536 0.1529 -0.0405 0.25
H -2.647962 0.746514 -3.105232 0.0491 -0.1094 0.0879 0.22
C 0.496265 -0.707413 -0.404624 -0.3584 -0.3878 -0.3938 -0.36
C 1.824100 -0.333878 -0.333330 0.4045 0.1149 0.0662 -0.27
C 2.325610 0.227307 0.832993 -0.4547 -0.0257 0.0014 0.30
C 1.473747 0.398416 1.925419 0.2506 -0.0411 -0.2077 -0.22
C 0.154220 0.007711 1.850872 -0.1415 -0.1526 -0.2790 -0.24
C -0.351812 -0.548591 0.678675 -0.0792 -0.0932 0.2191 0.35
O -1.699445 -0.833832 0.594259 0.1820 -0.0311 0.0424 -0.54
C -2.078979 -2.156194 0.922628 -0.2252 -0.3049 -0.0198 -0.16
C -3.591670 -2.122263 1.085944 0.0508 -0.0288 0.2641 0.96
F -4.086468 -3.340462 1.336478 0.2056 -0.2828 -0.0264 -0.32
F -4.214686 -1.658944 0.000227 0.0177 0.1397 -0.4336 -0.32
F -3.971512 -1.338816 2.105965 0.1057 0.2243 0.2129 -0.33
H -1.635685 -2.485288 1.871186 -0.0894 0.0651 -0.1169 0.20
H -1.819636 -2.849124 0.110244 -0.1112 0.1409 0.3204 0.24
H -0.508186 0.144136 2.691770 -0.1016 0.0206 0.0695 0.23
H 1.872369 0.840589 2.824208 0.0464 0.0463 0.1239 0.23
O 3.603809 0.683013 1.013515 -0.0432 -0.0258 0.1439 -0.48
C 4.604088 0.366938 0.087851 0.2758 -0.3117 -0.1392 -0.15
C 5.178930 -1.035784 0.332920 0.0635 0.0834 0.0322 0.95
F 6.109653 -1.330250 -0.584717 0.0761 0.1838 -0.2368 -0.32
F 4.252229 -1.996495 0.280608 -0.2791 -0.0142 -0.0497 -0.32
F 5.767292 -1.129993 1.530038 0.0137 0.1670 0.2365 -0.32
H 4.269993 0.427738 -0.953322 0.0557 0.0204 0.1268 0.20
H 5.415013 1.082660 0.256262 -0.1386 -0.1620 -0.1176 0.22
H 2.415173 -0.521305 -1.214728 0.1986 0.0385 0.0075 0.26
```
Positions in Å, forces in eV/Å.

***

Entry 2:
Below is a structure of composition C16H15Br3FeN5O3 at a distorted geometry, with properties calculated with ωB97M-V with the def2-TZVPD basis set.

Output
2S+1: 2
lowest unoccupied orbital energy (alpha / beta): -1.1 / -1.0 eV
energy above the lowest of the compared OMol25 structures with the same formula, charge and spin: 1.383 eV
total charge: 0
gap between HOMO and LUMO (alpha / beta): 6.853 / 6.896 eV
highest occupied orbital energy (alpha / beta): -0.292 / -0.291 Eh

The geometry in XYZ format:
```
43
Properties=species:S:1:pos:R:3:forces:R:3:nbo_charge:R:1
Fe -0.050312 0.034653 0.148312 3.3618 1.6860 -2.4582 1.20
N 0.267479 1.374881 1.813440 0.1264 -0.2243 0.0731 -0.79
C 1.510784 1.132471 2.541704 0.2687 -0.1261 0.0690 -0.31
C 2.548497 0.720344 1.522976 -0.0946 -0.6727 -0.6214 0.62
O 3.706869 1.106118 1.548547 0.4622 0.2056 0.2896 -0.65
N 2.014681 -0.126261 0.630705 -2.1330 -0.3311 -0.2920 -0.60
C 2.768638 -0.768401 -0.428774 -0.3309 0.2597 -0.1795 -0.36
C 2.131285 -0.396337 -1.762083 1.1881 -0.2501 0.3329 0.78
O 2.828288 -0.248446 -2.759858 -1.0747 0.0283 0.2784 -0.64
O 0.842039 -0.308715 -1.667008 -1.2314 0.1289 0.1788 -0.74
H 0.312932 2.265500 1.334608 -0.0811 0.1197 0.0671 0.39
H -0.525878 1.406404 2.430967 -0.0649 0.0603 0.0442 0.41
H 1.354488 0.290223 3.215827 -0.0119 0.0033 0.0332 0.22
H 1.876176 1.977579 3.119992 -0.1201 0.1913 -0.0274 0.21
H 2.655288 -1.857699 -0.385471 0.1525 0.0243 0.3208 0.21
H 3.814503 -0.494754 -0.428685 0.2097 0.0534 0.1713 0.24
Br -6.098519 1.705665 -2.549481 0.0532 0.0013 0.0437 0.10
C -4.398350 1.165303 -1.938951 -0.1933 0.0450 -0.0318 -0.03
C -4.209506 -0.114337 -1.457829 0.1152 0.0237 -0.0592 -0.27
C -2.940705 -0.449502 -1.014041 -0.1380 -0.1328 -0.1516 0.08
N -1.905584 0.387280 -1.034480 0.0355 0.2092 0.3646 -0.45
C -2.097356 1.615143 -1.544116 0.0243 -0.0015 -0.1260 0.22
C -3.339091 2.049002 -1.987397 0.0947 0.0043 -0.0498 -0.26
C -0.888855 2.475534 -1.652185 -0.4619 -0.1169 -0.0228 0.19
C -0.807492 3.601220 -2.456172 -0.0428 0.1510 -0.0612 -0.25
C 0.399381 4.277892 -2.502970 -0.0313 0.0600 -0.0639 -0.02
Br 0.527832 5.867154 -3.507419 0.0191 -0.0699 -0.0118 0.11
C 1.501881 3.794565 -1.821326 -0.0634 -0.0658 0.0395 -0.26
C 1.320653 2.654132 -1.056401 0.1335 0.1383 0.0094 0.09
N 0.141342 2.047501 -0.949735 0.6839 -0.6624 0.8490 -0.45
H -5.019307 -0.830097 -1.426874 0.0735 -0.0064 -0.0063 0.24
H -2.745743 -1.441817 -0.625732 0.0571 0.1118 0.0330 0.24
H -3.483629 3.052411 -2.360387 0.0410 -0.0313 0.0001 0.24
H -1.645551 3.956094 -3.038036 0.0008 -0.0542 0.0224 0.24
H 2.465299 4.281316 -1.876865 -0.0354 -0.0443 0.0051 0.25
H 2.151466 2.213824 -0.511380 -0.0764 0.0381 -0.0103 0.24
Br -0.684058 -2.126843 0.585053 0.2638 -0.6915 0.6503 -0.45
C -3.995150 -0.806596 2.712036 0.0974 -0.0322 -0.0317 -0.73
C -2.988015 0.083613 2.149300 -0.1342 -0.0956 0.0436 0.40
N -2.191826 0.753314 1.665176 -1.1917 0.0181 0.2884 -0.44
H -3.817799 -0.942950 3.777126 -0.0010 0.0090 -0.0035 0.27
H -3.922348 -1.775477 2.216331 0.0285 0.0277 0.0049 0.27
H -4.989574 -0.390335 2.560323 0.0215 0.0108 -0.0040 0.26
```
Positions in Å, forces in eV/Å.

***

Entry 3:
Below is a structure of composition C16H15Br4O2Pt, with properties calculated with ωB97M-V with the def2-TZVPD basis set.

Output
2S+1: 3
lowest unoccupied orbital energy (alpha / beta): 2.7 / 2.6 eV
energy above the lowest of the compared OMol25 structures with the same formula, charge and spin: 0.054 eV
total charge: -1
gap between HOMO and LUMO (alpha / beta): 6.260 / 6.493 eV
highest occupied orbital energy (alpha / beta): -0.131 / -0.144 Eh

The geometry in XYZ format:
```
38
Properties=species:S:1:pos:R:3:forces:R:3:nbo_charge:R:1
Pt -0.129494 0.122759 -0.076122 -0.3191 -0.2094 -0.0073 0.95
C 0.950705 -0.567600 2.155575 0.1504 -0.0444 -0.0356 -0.10
C 1.404699 -1.521572 1.229102 0.1103 0.0941 0.1691 0.03
C 2.010471 -0.830184 0.128673 0.0088 0.1123 0.0275 -0.11
C 1.949242 0.575607 0.391611 0.0549 -0.0335 0.0057 -0.15
C 1.249226 0.737532 1.637861 0.0652 -0.0219 0.0081 -0.09
C 1.102938 2.001309 2.432303 -0.0929 -0.0912 -0.0927 -0.63
C 2.723383 1.612307 -0.367288 -0.0570 -0.1074 0.0294 -0.62
C 2.814643 -1.453048 -0.973418 -0.1561 0.0977 -0.0040 -0.64
C 1.359000 -3.010657 1.368971 -0.0948 0.1183 -0.0815 -0.66
C 0.301269 -0.805401 3.482457 -0.0351 0.0540 -0.1742 -0.63
H 1.565939 1.876202 3.415459 0.0132 0.0521 0.0103 0.20
H 0.056016 2.264576 2.589010 0.0041 0.0015 0.0308 0.23
H 1.586478 2.841082 1.935912 -0.0238 0.0205 -0.0122 0.21
H 3.798461 1.431773 -0.261754 0.0080 0.0438 -0.0130 0.20
H 2.514151 2.614891 0.001847 -0.0366 0.0173 -0.0385 0.21
H 2.476094 1.587931 -1.428710 0.0074 0.0256 -0.0074 0.23
H 3.814218 -1.009547 -1.001704 0.0267 -0.0520 -0.0148 0.20
H 2.361385 -1.294098 -1.953214 0.0082 -0.0199 -0.0064 0.23
H 2.923874 -2.526182 -0.817144 -0.0091 -0.0112 -0.0384 0.21
H 2.363396 -3.411745 1.535468 -0.0163 -0.0424 0.0061 0.20
H 0.958953 -3.479712 0.468371 -0.0093 -0.0288 0.0168 0.22
H 0.732604 -3.308289 2.208215 -0.0008 -0.0418 -0.0171 0.21
H -0.679388 -0.326960 3.533414 -0.0129 -0.0187 0.0386 0.22
H 0.916258 -0.389256 4.286215 -0.0383 -0.0176 0.0425 0.20
H 0.167959 -1.868269 3.677372 -0.0241 0.0053 0.0204 0.21
Br -6.601654 0.169712 -2.964623 0.0199 -0.0119 0.0360 0.04
C -4.753839 0.465802 -2.664703 0.0190 0.0798 -0.1345 -0.16
C -4.008572 1.219968 -3.560147 -0.1341 -0.0796 0.0752 -0.17
Br -4.826064 1.976346 -5.093653 0.0367 0.0005 0.0114 0.04
C -2.646500 1.417435 -3.319134 0.1496 0.0240 -0.0008 -0.21
Br -1.565731 2.431358 -4.503544 -0.0055 -0.0215 0.0348 0.03
C -1.994922 0.881656 -2.203955 -0.1605 0.0180 -0.0857 0.32
O -0.726930 1.051957 -1.979734 0.1260 -0.0862 0.2799 -0.77
C -2.770416 0.109706 -1.272136 -0.1520 0.0926 -0.2485 0.24
O -2.181718 -0.390527 -0.220701 0.5169 0.1349 0.0458 -0.77
C -4.126212 -0.077685 -1.538273 0.0038 -0.0754 0.1320 -0.19
Br -5.089923 -1.119175 -0.277880 0.0491 0.0220 -0.0078 0.03
```
Positions in Å, forces in eV/Å.